(1)
Here is a molecular structure, C3H4FO2S from OMol25. Energies are from wB97M-V/def2-TZVPD.

Values from the calculation:
* HOMO-LUMO gap (spin up / spin down): 6.70 / 6.70 eV
* LUMO level (spin up / spin down): 0.148 / 0.148 Eh
* F_max: 4.4 eV Å⁻¹
* relative energy (zero: lowest compared OMol25 entry of this formula, charge and spin): 2.2183 eV
* total charge: -1
* E: -765.2200 Ha
* highest occupied orbital energy (spin up / spin down): -2.7 / -2.7 eV

Geometry (Å):
S (-2.167445, -0.354312, -0.149780)
F (0.117810, 1.704144, 0.563815)
O (-3.138838, 0.485538, 0.567852)
O (-2.149890, -1.725524, 0.355807)
C (-0.020031, 0.373448, 0.704241)
C (0.960308, -0.370430, 0.001881)
C (1.602712, 0.185982, -1.063443)
H (-0.329996, 0.188072, 1.844500)
H (1.628393, 1.171316, -1.338395)
H (2.326006, -0.273682, -1.735753)
H (1.170976, -1.384557, 0.249275)

Atomic forces in eV per Å
0.814 0.679 0.417
-0.042 1.617 -0.475
0.297 0.147 -0.115
0.170 -0.500 0.030
-2.542 -1.688 3.121
0.774 1.143 -1.405
0.914 -2.249 0.297
0.988 -0.099 -2.492
-0.898 2.655 -0.064
-0.152 -1.012 0.527
-0.323 -0.693 0.159



(2)
Here is 2 unconnected molecules or ions with the total composition C3H4FO2S from OMol25. Energies are from wB97M-V/def2-TZVPD.

Values from the calculation:
* HOMO-LUMO gap: 7.29 eV
* LUMO level: 0.118 Eh
* F_max: 1.4 eV Å⁻¹
* relative energy (zero: lowest compared OMol25 entry of this formula, charge and spin): 1.4588 eV
* total charge: -1
* E: -765.2479 Ha
* highest occupied orbital energy: -4.1 eV

Geometry (Å):
S (2.105144, -1.615416, 0.056984)
F (-0.264504, 0.213306, -1.791794)
O (-2.213198, 0.428656, 0.128977)
O (-1.578084, -1.698307, 0.573972)
C (-0.188051, 0.066151, -0.461220)
C (0.482678, 1.214827, 0.217926)
C (-1.465600, -0.563543, 0.180632)
H (1.418306, 1.429413, -0.297772)
H (0.691149, 0.947930, 1.252352)
H (-0.144167, 2.113525, 0.192423)
H (1.156332, -2.536542, -0.052475)

Atomic forces in eV per Å
-0.913 1.009 -0.396
0.337 -0.338 0.871
-0.304 0.498 -0.019
0.007 -0.651 0.173
0.282 0.116 -0.044
0.382 0.057 -0.130
0.574 -0.024 -0.379
-0.003 -0.036 0.100
-0.004 -0.038 -0.111
-0.154 -0.256 -0.116
-0.204 -0.335 0.050



(3)
Here is a molecular structure, C3H4FO3Rh from OMol25. Energies are from wB97M-V/def2-TZVPD.

Values from the calculation:
* <S²>: 6.017
* HOMO-LUMO gap (spin up / spin down): 7.60 / 6.10 eV
* LUMO level (spin up / spin down): -0.016 / -0.125 Eh
* F_max: 3.2 eV Å⁻¹
* spin multiplicity: 5
* total charge: 0
* E: -552.5695 Ha
* highest occupied orbital energy (spin up / spin down): -8.0 / -9.5 eV

Geometry (Å):
Rh (-3.611223, 0.578324, 1.905094)
F (-0.097436, 1.091807, 1.628531)
O (0.841829, 0.898140, -0.685625)
O (2.286037, -0.075113, -1.987726)
O (1.983157, -0.895775, 0.078035)
C (-1.468653, -0.536125, 0.621628)
C (1.716223, -0.040250, -0.756948)
C (-0.625174, 0.577449, 0.462144)
H (-1.081548, -1.337586, 1.261266)
H (-1.915915, -0.863174, -0.326140)
H (-1.015857, 1.338136, -0.222377)
H (2.988555, -0.735838, -1.977882)

Atomic forces in eV per Å
0.980 -0.446 -0.509
-0.515 -0.700 -1.353
-1.366 -0.427 0.966
0.272 0.491 -0.295
-0.118 0.597 -0.243
0.495 -1.146 -0.227
0.197 -1.801 0.269
0.587 3.142 -0.014
-0.420 0.224 -0.031
-0.017 0.090 0.478
-0.005 0.045 0.724
-0.088 -0.069 0.235



(4)
Here is a gas-phase ion, C3H4FO4S (charge -1) from OMol25. Energies are from wB97M-V/def2-TZVPD.

Values from the calculation:
* HOMO-LUMO gap: 7.56 eV
* LUMO level: 0.139 Eh
* F_max: 3.4 eV Å⁻¹
* structure (SMILES): C/C(F)=C/OS(=O)(=O)[O-]
* relative energy (zero: lowest compared OMol25 entry of this formula, charge and spin): 1.0850 eV
* total charge: -1
* E: -915.7292 Ha
* highest occupied orbital energy: -3.8 eV

Geometry (Å):
S (-1.204657, 0.430280, 2.893391)
F (-0.147229, 1.534373, -1.819842)
O (-1.510070, -0.988846, 3.007163)
O (-0.519556, 0.533161, 0.951791)
O (-0.043443, 0.976578, 3.567068)
O (-2.334126, 1.278194, 2.681476)
C (0.123879, 0.247414, -1.456623)
C (-0.014051, -0.057785, -0.091283)
C (1.087799, -0.598036, -2.315996)
H (1.813554, 0.075745, -2.684164)
H (0.801182, -1.034423, -3.240020)
H (1.508398, -1.299236, -1.633771)
H (0.438319, -1.097417, 0.140810)

Atomic forces in eV per Å
0.609 -1.309 -1.153
-0.115 0.192 -0.880
0.775 1.265 0.119
-0.514 1.550 -0.144
-1.049 -0.672 -0.627
0.257 0.265 0.091
0.203 -1.176 3.133
0.995 -2.585 -0.673
-1.162 1.918 1.057
1.518 0.882 0.017
-1.306 -0.839 -0.605
0.494 -0.692 0.128
-0.704 1.200 -0.461



(5)
Here is a molecular structure, C3H4FeO3 from OMol25. Energies are from wB97M-V/def2-TZVPD.

Values from the calculation:
* <S²>: 6.018
* HOMO-LUMO gap (spin up / spin down): 8.73 / 8.82 eV
* LUMO level (spin up / spin down): -0.019 / -0.019 Eh
* F_max: 2.2 eV Å⁻¹
* relative energy (zero: lowest compared OMol25 entry of this formula, charge and spin): 2.8340 eV
* spin multiplicity: 5
* total charge: 0
* E: -1605.9835 Ha
* highest occupied orbital energy (spin up / spin down): -9.3 / -9.3 eV

Geometry (Å):
Fe (-2.096638, 0.735407, 1.616899)
O (-0.374170, -0.765159, -1.068802)
O (-1.480148, 0.985597, -0.249148)
O (-1.893949, -0.972857, 0.598984)
C (0.986913, -0.821289, -0.565012)
C (1.709038, 0.291477, -0.582744)
C (-1.317411, -0.266803, -0.277737)
H (-0.748694, 0.987336, 2.651870)
H (1.374256, -1.838421, -0.527022)
H (2.502759, 0.395463, -1.320830)
H (1.338044, 1.269251, -0.276458)

Atomic forces in eV per Å
1.021 0.284 1.242
0.222 -0.937 0.975
-0.272 0.510 -0.989
-0.229 -0.787 -0.338
-0.448 0.007 -1.575
-0.096 1.058 -0.429
0.528 0.597 1.300
-1.111 0.021 -0.233
-0.243 0.211 -0.696
1.466 -0.723 1.482
-0.839 -0.240 -0.738



(6)
Here is a molecular structure, C3H4GaO4 from OMol25. Energies are from wB97M-V/def2-TZVPD.

Values from the calculation:
* <S²>: 0.753
* HOMO-LUMO gap (spin up / spin down): 9.36 / 6.58 eV
* LUMO level (spin up / spin down): 0.008 / -0.094 Eh
* F_max: 3.4 eV Å⁻¹
* spin multiplicity: 2
* total charge: 0
* E: -2342.3405 Ha
* highest occupied orbital energy (spin up / spin down): -9.1 / -9.1 eV

Geometry (Å):
Ga (2.802913, 1.048661, -0.158551)
O (0.634155, -1.577213, 0.720907)
O (0.927209, 0.608819, 0.139195)
O (2.368748, -0.834758, -0.538951)
O (-4.454436, 0.317326, -0.047331)
C (1.267761, -0.771976, 0.082891)
C (-1.292947, 0.712065, -0.773035)
C (-0.381369, 1.072357, 0.128077)
H (-1.009961, 0.345218, -1.760019)
H (-0.608307, 1.600223, 1.055424)
H (-2.336209, 1.000937, -0.595790)
H (-5.301997, 0.642046, 0.267200)

Atomic forces in eV per Å
2.378 1.428 -0.522
0.249 0.877 -1.065
-1.537 0.950 -0.481
0.419 -0.184 -0.252
0.515 -0.220 -0.226
-1.009 -2.817 1.536
0.441 1.193 0.008
-1.283 -0.697 0.793
-0.111 -0.531 0.467
-0.068 -0.147 -0.308
0.614 -0.068 -0.190
-0.609 0.216 0.241



(7)
Here is a molecular structure, C3H4HgNaO3 from OMol25. Energies are from wB97M-V/def2-TZVPD.

Values from the calculation:
* <S²>: 0.758
* HOMO-LUMO gap (spin up / spin down): 5.89 / 5.74 eV
* LUMO level (spin up / spin down): -0.032 / -0.047 Eh
* F_max: 5.1 eV Å⁻¹
* relative energy (zero: lowest compared OMol25 entry of this formula, charge and spin): 0.2198 eV
* spin multiplicity: 2
* total charge: 0
* E: -657.9925 Ha
* highest occupied orbital energy (spin up / spin down): -6.8 / -7.0 eV

Geometry (Å):
Hg (0.938494, 2.189486, 1.402159)
Na (-2.975026, -0.445835, -1.924651)
O (1.849180, 0.153009, 1.398394)
O (-1.198932, -1.305898, -0.994579)
O (-1.017834, 2.295198, -0.290908)
C (1.587822, -0.931282, 0.803713)
C (-0.538215, -0.228112, -0.468699)
C (-1.485351, 1.332363, -0.869437)
H (2.370665, -1.376509, 0.155060)
H (-0.754538, -0.106204, 0.638010)
H (0.894687, -1.657752, 1.277477)
H (0.329048, 0.081536, -1.126541)

Atomic forces in eV per Å
-0.245 2.351 0.676
0.437 -0.049 0.211
0.119 -4.759 -1.749
1.252 2.077 1.013
-2.556 -3.178 -2.898
2.288 1.239 3.251
-2.833 -2.553 -1.932
1.567 3.634 2.186
-0.737 0.481 -0.545
1.227 0.247 -1.127
-0.246 0.537 -0.668
-0.274 -0.028 1.582



(8)
Here is a molecular structure, C3H4HgO4 from OMol25. Energies are from wB97M-V/def2-TZVPD.

Values from the calculation:
* <S²>: 0.752
* HOMO-LUMO gap (spin up / spin down): 9.46 / 7.50 eV
* LUMO level (spin up / spin down): -0.140 / -0.241 Eh
* F_max: 3.3 eV Å⁻¹
* relative energy (zero: lowest compared OMol25 entry of this formula, charge and spin): 0.9163 eV
* spin multiplicity: 2
* total charge: +1
* E: -570.7454 Ha
* highest occupied orbital energy (spin up / spin down): -13.3 / -14.1 eV

Geometry (Å):
Hg (2.114531, 1.498607, 1.532732)
O (-1.482794, 1.110815, -0.418821)
O (2.478226, -0.274908, 0.075300)
O (0.002094, 1.533304, 1.239504)
O (-1.138725, -0.386495, 1.062610)
C (-0.931344, 0.905303, 0.780946)
C (-1.264096, -1.061243, -0.150288)
C (-1.489013, -0.110680, -1.088662)
H (-1.490976, -2.120303, -0.108362)
H (1.928981, -0.339053, -0.793538)
H (3.355215, -0.607010, -0.135387)
H (-2.082094, -0.148339, -1.996036)

Atomic forces in eV per Å
1.659 0.507 0.768
0.635 1.434 -0.681
-1.679 -0.527 -2.503
-2.877 1.105 0.606
1.099 -0.900 0.952
1.140 -2.248 -2.140
-1.506 1.227 -0.368
-1.367 -0.882 1.501
0.415 0.245 -0.055
1.480 0.105 2.126
0.277 -0.103 -0.097
0.725 0.036 -0.108



(9)
Here is 2 unconnected molecules or ions with the total composition C3H4I2 from OMol25. Energies are from wB97M-V/def2-TZVPD.

Values from the calculation:
* HOMO-LUMO gap (spin up / spin down): 7.68 / 5.74 eV
* LUMO level (spin up / spin down): -0.056 / -0.094 Eh
* F_max: 4.4 eV Å⁻¹
* relative energy (zero: lowest compared OMol25 entry of this formula, charge and spin): 1.6345 eV
* total charge: 0
* E: -711.9937 Ha
* highest occupied orbital energy (spin up / spin down): -9.2 / -8.3 eV

Geometry (Å):
I (-0.535452, -2.923175, 2.027678)
I (-2.656147, -2.176893, -1.115593)
C (-0.277820, -0.400352, -0.514933)
C (-1.453688, -0.872255, 0.009828)
C (0.719068, 0.153805, 0.210945)
H (-2.012078, -0.658573, 0.941125)
H (0.565130, 0.292758, 1.343798)
H (-0.235775, -0.642347, -1.550629)
H (1.536601, 0.446517, -0.293448)

Atomic forces in eV per Å
-0.131 0.383 -0.302
0.137 0.442 -0.087
0.503 0.108 0.321
-2.550 -1.968 1.906
-3.356 -0.472 2.820
0.942 0.374 -0.626
0.579 -0.211 -2.033
0.850 0.202 -0.820
3.026 1.142 -1.180



(10)
Here is a molecular structure, C3H4I2 from OMol25. Energies are from wB97M-V/def2-TZVPD.

Values from the calculation:
* HOMO-LUMO gap: 8.87 eV
* LUMO level: -0.006 Eh
* F_max: 6.6 eV Å⁻¹
* relative energy (zero: lowest compared OMol25 entry of this formula, charge and spin): 1.8441 eV
* total charge: 0
* E: -711.9860 Ha
* highest occupied orbital energy: -9.0 eV

Geometry (Å):
I (-2.021451, 2.095794, 2.320780)
I (0.836195, 2.908229, 0.397149)
C (-0.601437, 1.498045, 0.732665)
C (-0.643130, 0.394287, -0.027978)
C (0.476302, 0.348803, -1.078571)
H (1.569425, 0.642416, -1.046249)
H (0.257232, 0.281822, -2.150236)
H (1.176246, -0.771015, -1.121072)
H (-1.322500, -0.469240, -0.122846)

Atomic forces in eV per Å
0.900 -0.762 -1.214
0.407 1.167 0.452
-1.735 -0.744 0.781
1.958 0.742 -1.173
3.942 -5.147 -1.336
-1.860 1.632 0.782
-0.774 0.607 0.334
-2.882 1.586 0.613
0.046 0.917 0.760



Repeat the ninth record exactly.
Here is 2 unconnected molecules or ions with the total composition C3H4I2 from OMol25. Energies are from wB97M-V/def2-TZVPD.

Values from the calculation:
* HOMO-LUMO gap (spin up / spin down): 7.68 / 5.74 eV
* LUMO level (spin up / spin down): -0.056 / -0.094 Eh
* F_max: 4.4 eV Å⁻¹
* relative energy (zero: lowest compared OMol25 entry of this formula, charge and spin): 1.6345 eV
* total charge: 0
* E: -711.9937 Ha
* highest occupied orbital energy (spin up / spin down): -9.2 / -8.3 eV

Geometry (Å):
I (-0.535452, -2.923175, 2.027678)
I (-2.656147, -2.176893, -1.115593)
C (-0.277820, -0.400352, -0.514933)
C (-1.453688, -0.872255, 0.009828)
C (0.719068, 0.153805, 0.210945)
H (-2.012078, -0.658573, 0.941125)
H (0.565130, 0.292758, 1.343798)
H (-0.235775, -0.642347, -1.550629)
H (1.536601, 0.446517, -0.293448)

Atomic forces in eV per Å
-0.131 0.383 -0.302
0.137 0.442 -0.087
0.503 0.108 0.321
-2.550 -1.968 1.906
-3.356 -0.472 2.820
0.942 0.374 -0.626
0.579 -0.211 -2.033
0.850 0.202 -0.820
3.026 1.142 -1.180



- The highest F_max belongs to which entry?
  number 10